Entry 1:
Entry from the Open Molecules 2025 dataset: a 2-piece molecular cluster, C17H19N overall (ωB97M-V/def2-TZVPD).

Calculated values
- Gap between HOMO and LUMO: 0.309 hartree
- SMILES string: Cc1c[nH]c2ccccc12.CCc1ccccc1
- Total charge: 0
- Max |F|: 3.12 eV/A

Structure (XYZ):
```
37
Properties=species:S:1:pos:R:3:lowdin_charge:R:1
N -2.06083 -2.93614 -2.03811 0.075
C 0.73809 3.18012 -0.16193 -0.074
C -3.58527 -1.00889 -1.86394 -0.030
C -3.83549 -1.84649 0.79487 -0.049
C -1.55836 -3.86703 -1.16709 -0.067
C 1.17992 4.49653 0.03109 -0.089
C -4.55524 -0.42031 -1.05374 -0.072
C 3.09692 2.39638 0.04151 -0.254
C 1.73483 2.18128 -0.09056 -0.053
C 2.54421 4.70978 0.24079 -0.101
C 4.74259 1.07931 1.59106 -0.081
C -4.70443 -0.96289 0.27939 -0.106
C -2.96311 -2.14434 -1.34979 -0.232
C -2.06876 -3.69487 0.12296 -0.207
C 4.10359 1.31111 0.19207 -0.220
C 3.50320 3.74190 0.04935 -0.048
C -1.47685 -4.41419 1.26962 -0.063
C -2.97224 -2.58122 -0.04745 -0.150
H 3.97888 1.18676 2.35745 0.071
H -1.79235 -3.94530 2.20532 0.073
H -1.77987 -2.98495 -3.00040 0.149
H 1.30513 1.23317 -0.42840 0.110
H 5.00010 1.56028 -0.40919 0.110
H -0.91112 -4.67619 -1.47865 0.122
H -0.25568 2.96083 -0.48222 0.090
H 4.48035 4.09788 -0.23230 0.113
H -3.25643 -0.39930 -2.67512 0.098
H -5.42263 -0.41003 0.86884 0.093
H 2.89667 5.72351 0.41831 0.101
H -1.83343 -5.41977 1.41966 0.067
H -0.37506 -4.43096 1.19475 0.087
H 0.51408 5.30860 -0.17427 0.091
H 5.36474 1.94479 1.71884 0.057
H -3.66720 -2.04245 1.86278 0.118
H 3.67156 0.44707 -0.33297 0.107
H -5.12210 0.44722 -1.37770 0.095
H 5.34159 0.17877 1.70519 0.070
```



Entry 2:
Entry from the Open Molecules 2025 dataset: C17H19N2OPtS4 as an isolated structure (ωB97M-V/def2-TZVPD).

Calculated values
- Gap between HOMO and LUMO: 0.198 hartree
- Total charge: -1
- Max |F|: 2.31 eV/A

Structure (XYZ):
```
44
Properties=species:S:1:pos:R:3:lowdin_charge:R:1
Pt 0.75886 -0.98189 -0.17752 0.662
S 0.68336 -0.71709 -2.47152 -0.107
S 0.18736 -2.38149 -3.42352 -0.122
S -0.92164 -2.90079 0.03178 -0.155
S -1.37374 -3.65919 -1.72052 -0.156
O -1.00004 1.07741 0.09068 0.024
N 0.82116 -0.86419 1.84448 -0.090
N -2.89724 2.24581 -0.39172 0.030
C -2.44814 2.99301 -1.55632 -0.195
C 3.12266 -0.61659 1.42058 -0.206
C -0.25524 -0.84509 2.62388 -0.143
C -2.92184 -0.33169 -1.96562 -0.209
C -3.00234 -0.16209 -0.43392 -0.135
C 2.71136 -0.59439 0.06288 -0.264
C -0.19394 -0.64849 3.98488 -0.058
C 4.48396 -0.57809 1.73828 -0.056
C -2.28434 2.04831 -2.76532 -0.178
C -3.30454 0.89481 -2.80752 -0.191
C 3.69366 -0.53269 -0.92022 -0.131
C 5.43156 -0.48819 0.74148 -0.119
C 2.18376 -0.50449 3.77258 -0.013
C -2.18084 1.06671 -0.16672 -0.496
C 2.05486 -0.66939 2.39138 -0.203
C 1.06446 -0.48799 4.57668 -0.068
C 5.03586 -0.45189 -0.58972 -0.101
H 3.41356 -0.53699 -1.96452 0.054
H -4.30804 1.24611 -2.53692 0.105
H 3.16576 -0.38209 4.20388 0.101
H 6.48536 -0.46189 0.99188 0.090
H -2.56394 -1.04629 0.03258 0.009
H -3.19234 3.77091 -1.75532 0.109
H -2.36124 2.63631 -3.68202 0.101
H -1.28294 1.61121 -2.73322 0.082
H 5.77946 -0.37839 -1.37062 0.094
H -1.09814 -0.63489 4.57528 0.099
H -1.20684 -1.00369 2.13338 0.083
H -3.88984 2.05191 -0.46212 0.104
H -3.36054 0.55161 -3.84222 0.106
H 1.14956 -0.34189 5.64428 0.100
H -1.89454 -0.60599 -2.22012 0.018
H -4.03714 -0.04489 -0.10082 0.114
H -3.55684 -1.17549 -2.24852 0.106
H 4.80616 -0.64219 2.76938 0.094
H -1.49634 3.47621 -1.32362 0.111
```



Entry 3:
Entry from the Open Molecules 2025 dataset: C17H19N3O2 as an isolated structure (ωB97M-V/def2-TZVPD).

Calculated values
- Gap between HOMO and LUMO: 0.307 hartree
- Total charge: 0
- Max |F|: 16.26 eV/A

Structure (XYZ):
```
41
Properties=species:S:1:pos:R:3:lowdin_charge:R:1
O 1.30565 0.70540 1.36157 0.028
O -2.74885 4.13504 3.16630 -0.142
N 0.32275 1.55772 -0.39925 0.093
N 0.21729 0.46999 -1.40592 0.095
N -0.47425 3.12002 2.25299 -0.177
C 0.85916 -3.20809 -1.76045 -0.066
C 0.56368 -1.81234 -2.18489 -0.105
C 1.36878 -5.59328 -2.38078 0.014
C -0.22656 -2.61715 -4.25525 -0.062
C 1.60341 -3.53976 -0.46349 -0.019
C -1.72369 2.85537 1.60535 -0.206
C -1.58906 4.24506 4.08723 -0.009
C 0.11571 -1.50230 -3.50653 0.005
C 0.21605 -3.91232 -4.01156 -0.035
C -2.81809 3.01513 2.49373 -0.367
C 1.77338 -5.97244 -1.25200 -0.036
C 0.44389 -0.72436 -1.19628 -0.117
C -0.53484 4.39116 2.79563 -0.101
C 0.75575 1.68660 0.79731 -0.626
C 1.75858 -4.78068 -0.41736 -0.118
C 0.54962 2.79697 1.49633 -0.246
C 0.79702 -4.10607 -2.79035 -0.110
H 2.17585 -6.79205 -1.18330 0.033
H 1.17525 -1.01013 -0.05366 0.199
H 1.10176 -6.20197 -3.12494 0.062
H -3.89316 2.91456 1.91711 0.187
H -1.85449 3.73959 0.80384 0.170
H 1.75161 3.03328 1.92300 0.209
H -1.85275 1.88272 0.97372 0.170
H -0.51746 5.15816 2.29476 0.009
H 1.77813 -2.80190 0.15618 0.043
H 0.74597 3.88724 0.43312 0.194
H 0.18102 2.31918 -1.03510 0.123
H 0.30791 -4.58867 -4.77796 0.091
H -1.62660 3.41673 4.70186 0.089
H -0.11447 -0.61094 -3.54160 0.012
H -2.75847 2.08388 3.12892 0.140
H 0.72852 4.49265 3.44049 0.211
H 2.33736 -4.97696 0.52056 0.126
H -0.63014 -2.36239 -5.25654 0.114
H -1.57119 5.20740 4.64721 0.123
```



Entry 4:
Entry from the Open Molecules 2025 dataset: one molecule with the formula C17H19N3O3 (ωB97M-V/def2-TZVPD).

Calculated values
- Gap between HOMO and LUMO: 0.341 hartree
- SMILES string: CC(C)N(Cc1ccccc1)C(=O)COC(=O)c1cnccn1
- Total charge: 0
- Max |F|: 0.61 eV/A

Structure (XYZ):
```
42
Properties=species:S:1:pos:R:3:lowdin_charge:R:1
O 0.92962 -0.69766 1.59852 0.075
O 1.78743 0.50537 -1.00792 0.136
O 2.54242 -1.47668 -0.27039 0.016
N -0.97666 -1.28673 0.54089 -0.011
N 4.62401 1.19389 -0.95508 0.148
N 5.80903 0.33095 1.39695 0.085
C 1.21722 -1.96648 -0.39116 -0.059
C 4.60832 -0.09077 1.04286 -0.050
C -1.65443 -1.93021 -0.57945 -0.367
C -3.00151 -2.52086 -0.16614 -0.045
C -1.74920 -0.48643 1.48351 -0.087
C 6.41968 1.18104 0.58580 -0.116
C 2.66522 -0.16865 -0.53715 -0.438
C -4.10579 2.27940 0.40037 -0.087
C 4.02034 0.32153 -0.15594 -0.159
C 5.81359 1.63185 -0.58159 -0.109
C 0.36301 -1.25094 0.67568 -0.429
C -1.41392 1.65614 0.22059 -0.031
C -1.89433 2.82352 -0.34323 -0.069
C -1.83356 -0.96957 -1.76010 -0.030
C -2.27959 0.78429 0.87218 -0.214
C -3.24101 3.13744 -0.25604 -0.092
C -3.62675 1.10699 0.96011 -0.054
H 0.85107 -1.77112 -1.40207 0.124
H 4.09737 -0.75877 1.72059 0.124
H -1.05743 -0.23250 2.29315 0.133
H 1.27385 -3.03828 -0.19363 0.145
H -3.38132 -3.13002 -0.98247 0.085
H -3.61542 4.04975 -0.69653 0.100
H -2.11938 -1.52754 -2.64847 0.084
H -1.02107 -2.76714 -0.89148 0.131
H -4.30696 0.44156 1.47474 0.109
H -2.60916 -0.24014 -1.54404 0.076
H -2.89458 -3.15411 0.71143 0.087
H -0.36380 1.41546 0.14774 0.106
H -0.91299 -0.42891 -1.96472 0.076
H 6.28759 2.34646 -1.23996 0.105
H 7.40845 1.50220 0.88291 0.104
H -5.15633 2.52022 0.47546 0.101
H -2.56131 -1.08565 1.89860 0.118
H -1.21395 3.49030 -0.85115 0.106
H -3.72778 -1.73919 0.03659 0.071
```



Entry 5:
Entry from the Open Molecules 2025 dataset: one molecule with the formula C17H19N3O4S (ωB97M-V/def2-TZVPD).

Calculated values
- Gap between HOMO and LUMO: 0.317 hartree
- SMILES string: O=C(Cn1c(=S)[nH]c2ccccc2c1=O)N1CCC2(CC1)OCCO2
- Total charge: 0
- Max |F|: 0.74 eV/A

Structure (XYZ):
```
44
Properties=species:S:1:pos:R:3:lowdin_charge:R:1
S -2.55573 -3.34285 -0.22271 0.697
O -1.86289 1.43109 -1.18504 0.102
O 4.70994 -0.68777 0.17946 -0.051
O -0.67833 -0.66409 1.35337 0.078
O 4.36534 1.53236 -0.23491 -0.041
N -4.28321 -1.44701 0.16626 0.089
N 1.23624 -1.15464 0.26826 -0.045
N -2.25010 -0.75201 -0.72821 -0.006
C 2.81464 -0.02499 -1.20147 -0.044
C -0.08894 -0.92272 0.32319 -0.425
C -3.98203 0.87151 -0.28378 -0.059
C 5.72109 1.37916 0.11938 -0.149
C 5.96294 -0.11293 -0.11615 -0.146
C -3.03075 -1.76656 -0.25144 -0.775
C -6.06689 0.10084 0.66949 -0.012
C -2.62663 0.59074 -0.76164 -0.352
C 2.03055 -1.30966 -0.92613 -0.124
C 2.04354 -0.91754 1.44791 -0.114
C 3.70528 0.30374 0.00779 -0.509
C -4.46915 2.17735 -0.27340 0.001
C -5.73810 2.43969 0.19722 -0.074
C 2.84598 0.37170 1.28116 -0.045
C -0.85877 -1.03393 -1.00414 -0.093
C -4.78547 -0.17137 0.19211 -0.174
C -6.53277 1.39919 0.66826 -0.070
H -4.83839 -2.21472 0.52179 0.136
H 5.87684 1.64305 1.17411 0.125
H 6.70964 -0.54939 0.54725 0.127
H -7.52525 1.60784 1.03837 0.107
H -0.50602 -0.28090 -1.71150 0.130
H -3.82592 2.96217 -0.64015 0.122
H 2.14036 0.81588 -1.36391 0.134
H 1.37359 -0.84529 2.30544 0.125
H 2.72769 -1.76036 1.57999 0.133
H 3.44297 -0.14728 -2.08397 0.131
H -6.11597 3.45001 0.20387 0.104
H -6.68112 -0.70757 1.03714 0.114
H 3.49419 0.52051 2.14492 0.130
H 1.40905 -1.56943 -1.78031 0.118
H 2.74406 -2.12231 -0.75107 0.135
H 6.31747 2.03063 -0.51822 0.127
H 2.17469 1.22633 1.19198 0.136
H -0.77815 -2.04090 -1.41795 0.082
H 6.23449 -0.30752 -1.16257 0.126
```



Entry 6:
Entry from the Open Molecules 2025 dataset: C17H19N5O2Pd as an isolated structure (ωB97M-V/def2-TZVPD).

Calculated values
- Gap between HOMO and LUMO (spin up / spin down): 0.334 / 0.114 hartree
- 2S+1: 5
- Expectation value of S²: 6.028
- Total charge: +4
- Max |F|: 5.91 eV/A

Structure (XYZ):
```
44
Properties=species:S:1:pos:R:3:lowdin_spin:R:1
Pd 0.46234 -0.26419 -0.15575 1.170
O 0.08703 -2.97589 1.37190 0.002
O 2.82750 1.21478 1.23095 0.002
N 3.25668 -2.07170 0.52985 0.427
N -1.53407 -0.21413 2.17987 0.104
N -0.64840 0.55562 1.53310 0.294
N 0.33993 3.40842 -0.15141 0.001
N -2.97758 -1.66541 0.19534 0.003
C -1.36149 1.61246 3.34978 0.434
C -2.04567 0.41006 3.26882 0.210
C -0.34442 1.01602 -1.93675 0.086
C 1.96081 0.73886 0.65483 0.093
C 0.93158 -1.44546 -2.27579 0.158
C -3.97315 -2.25247 0.10171 0.001
C -0.47350 1.65532 2.26371 0.069
C 1.66743 -0.27607 -2.33227 0.165
C -0.43689 -1.39321 -1.95541 0.110
C 4.95666 -3.24663 -1.06871 0.072
C 0.16499 -1.98340 0.80250 0.091
C -5.19646 -3.00991 0.02436 0.000
C 0.70023 5.96917 0.15923 0.000
C 4.02357 -2.60173 -0.17473 0.220
C 0.48621 4.54548 0.00748 0.000
C 1.04098 0.94899 -2.09123 0.123
C -1.08957 -0.15595 -1.85574 0.077
H -1.88294 -1.07659 1.75281 0.001
H 2.74041 -0.29085 -2.51901 0.002
H 5.83268 -3.55876 -0.49568 0.039
H -0.99718 -2.31146 -1.78514 0.001
H 0.26515 2.38020 1.99972 -0.001
H 1.40766 -2.41224 -2.42106 0.002
H -1.46640 2.36364 4.09787 0.015
H 1.24152 6.14700 1.09508 0.000
H 1.63131 1.85482 -1.99733 0.001
H 1.28859 6.33128 -0.69233 0.000
H -5.31983 -3.35923 -1.00452 0.000
H 5.22460 -2.52959 -1.84889 0.015
H -6.04044 -2.37298 0.30630 0.000
H -2.16160 -0.11567 -1.63653 0.001
H -0.81778 1.98238 -1.76869 0.001
H -5.11775 -3.86282 0.70588 0.000
H -0.26730 6.48188 0.17939 0.000
H -2.83599 -0.05342 3.86076 0.004
H 4.45056 -4.11660 -1.50429 0.005
```



Energy relative to the best compared isomer or geometry (same formula, charge and spin) (kcal/mol)
45.90, 14.88, 399.23, 22.25, 0.00, 24.06